Computed, not measured: a molecular structure, C24H60F10Li2N5O36P4S10 in a non-equilibrium geometry, with ωB97M-V with the def2-TZVPD basis set.

## Properties
Highest occupied orbital energy (eV): -2.032
Calculated total energy (eV): -280116.7459
LUMO (hartree): 0.1512
Total charge: -3

Element x y z (Å)
1 S 4.6252 4.4334 1.5914
2 S -0.5915 3.6823 3.6434
3 S 0.1476 6.3778 0.2738
4 S 0.1904 4.6998 5.5730
5 S 1.3279 -0.8828 1.5546
6 S 2.5761 1.9764 -3.3426
7 S -0.5405 4.4828 -0.9397
8 S 3.0390 0.6264 1.4974
9 S 5.0357 4.9600 3.7981
10 S 0.6000 0.8400 -3.8719
11 P -4.8520 2.7318 1.6601
12 P 1.1231 -3.5458 -2.9302
13 P -5.4981 -2.7186 0.1740
14 P 5.6096 -1.1541 -1.2640
15 F -0.3718 -0.0629 -2.9942
16 F 0.0976 2.8337 2.4626
17 F -0.5764 7.6167 1.0529
18 F -1.9673 4.0191 -1.4717
19 F 1.5560 5.5400 5.9716
20 F 3.4493 2.6855 -2.0899
21 F 3.2875 4.0427 0.7554
22 F 3.7710 1.4884 0.3551
23 F 0.1884 -1.2746 0.4872
24 F 4.2357 5.3204 5.1583
25 O 2.1755 3.1833 -4.0026
26 O -0.1497 3.3298 -0.1323
27 O -0.4119 1.7836 -4.2034
28 O 6.5287 -0.3697 -0.1584
29 O -6.2924 2.6135 0.9352
30 O -6.4576 -2.5046 1.4174
31 O 4.9693 5.7473 0.9760
32 O 2.3417 -4.6162 -2.7969
33 O 1.2414 0.0102 -4.8811
34 O -3.9650 3.7423 1.0676
35 O 5.8090 3.7831 4.1050
36 O 5.3720 3.2072 1.3847
37 O 4.2777 -0.5225 -1.4467
38 O 6.4777 -1.2604 -2.6084
39 O 0.3430 -3.9627 -4.2458
40 O -5.6639 -1.3763 -0.7290
41 O 1.6308 -2.1594 -2.7835
42 O -5.0856 2.9856 3.2896
43 O 0.3683 -0.3747 2.5791
44 O -1.6034 4.4697 2.8852
45 O -4.2390 1.2487 1.7007
46 O 2.6791 1.6922 2.5202
47 O 3.6546 1.1375 -3.9160
48 O 0.9628 7.0160 -0.7891
49 O 2.0582 -2.1064 1.8795
50 O 0.3008 3.6971 6.6579
51 O -4.0783 -2.4983 0.7153
52 O -1.1167 2.5833 4.4595
53 O 5.7897 6.1890 3.5399
54 O 0.8871 5.5760 1.3264
55 O 0.1807 4.6782 -2.1945
56 O 5.6365 -2.7193 -0.7339
57 O 0.1160 -3.9187 -1.7805
58 O -0.8336 5.7761 5.6392
59 O 4.0065 -0.3696 1.9945
60 O -5.6661 -4.0382 -0.4275
61 N 1.5614 1.2060 -2.4386
62 N 0.9242 4.3513 4.2110
63 N 3.7530 4.5668 3.0583
64 N -1.2187 5.7804 -0.1036
65 N 1.8113 0.1119 0.4473
66 C -5.0622 -1.3059 -2.0008
67 C -8.2343 1.4893 -0.1786
68 C 6.7285 -2.2069 -4.8270
69 C -5.0678 4.3168 3.8151
70 C -1.0637 -2.4206 -5.3137
71 C 8.2406 1.0430 -0.5613
72 C -2.1182 1.2676 0.4478
73 C 0.2689 -3.2143 -5.3999
74 C 5.9137 -1.1964 -3.9238
75 C -7.1965 -3.4930 2.1048
76 C 6.8197 -3.2090 -0.1588
77 C -5.2185 4.3506 5.3486
78 C -4.7900 0.1163 -2.5194
79 C -3.5581 -3.1580 1.8048
80 C -2.8390 0.8419 1.7952
81 C -1.8254 -5.0953 -0.9105
82 C -8.5986 -2.9560 2.1788
83 C 6.6306 -3.5035 1.3190
84 C 3.6865 -5.5221 -0.9074
85 C 6.8123 1.0364 -0.1230
86 C -1.9925 -3.0213 1.9952
87 C -6.8638 1.3626 0.6582
88 C -1.1326 -4.5925 -2.0535
89 C 3.3626 -4.4055 -1.8441
90 Li 2.4334 -0.2982 -1.3928
91 Li 0.8299 1.2917 -0.6837
92 H -2.7350 -0.2162 2.0352
93 H 7.7335 -2.6222 -0.2522
94 H 6.0386 -2.6993 1.7560
95 H -4.1004 0.1203 -3.3635
96 H -4.4030 0.7235 -1.7010
97 H -9.2909 -3.7962 2.1261
98 H -2.4904 -4.3657 -0.4484
99 H -8.0977 2.1358 -1.0455
100 H -8.8695 -2.1195 1.5345
101 H 6.7311 1.3943 0.9033
102 H -1.2050 -1.6711 -6.0924
103 H -4.2037 -1.9667 -2.1209
104 H 3.2068 -3.5489 -1.1884
105 H 8.5824 2.0402 -0.8385
106 H 6.0993 1.6258 -0.6995
107 H 5.9681 -0.1518 -4.2302
108 H -9.1206 1.8561 0.3390
109 H 4.3247 -5.1802 -0.0926
110 H 6.5651 -3.2336 -4.4997
111 H -2.2849 1.4015 2.5488
112 H 2.7807 -5.8457 -0.3947
113 H -2.1853 2.3469 0.3114
114 H -4.2762 4.0179 5.7838
115 H -2.5611 -5.8109 -1.2777
116 H -5.8917 -1.7946 -2.5119
117 H 4.9020 -1.6005 -3.8881
118 H -5.7293 0.6618 -2.6105
119 H -6.1305 0.7450 0.1396
120 H -1.1479 -5.5979 -0.2202
121 H -1.0258 -1.9079 -4.3526
122 H -5.8926 4.8699 3.3657
123 H -1.6802 -2.2231 1.3217
124 H -1.9778 -3.0143 -5.3202
125 H -1.8092 -2.6961 3.0193
126 H 6.4725 -2.1846 -5.8863
127 H -4.1222 4.7620 3.5057
128 H 7.1064 -4.1119 -0.6979
129 H 7.7924 -1.9824 -4.7500
130 H -6.8099 -3.5748 3.1206
131 H -5.4666 5.2943 5.8344
132 H 1.1853 -2.6275 -5.4630
133 H 0.3080 -3.7435 -6.3521
134 H -8.6013 0.5425 -0.5749
135 H -6.8998 0.8630 1.6262
136 H 5.9453 -4.3417 1.4450
137 H -1.8063 -3.8231 -2.4307
138 H -0.9138 -5.4005 -2.7516
139 H -1.4614 -3.9497 1.7852
140 H 4.2389 -6.2766 -1.4675
141 H -8.7880 -2.5413 3.1688
142 H -4.1669 -2.7463 2.6098
143 H -7.1650 -4.4527 1.5889
144 H 4.2319 -4.1243 -2.4386
145 H -1.1158 0.9816 0.7662
146 H -6.0995 3.7372 5.5376
147 H 8.9723 0.5556 0.0830
148 H 7.5781 -3.7906 1.7749
149 H -3.9328 -4.1787 1.7282
150 H 8.4026 0.4463 -1.4590
151 H -2.4112 0.8856 -0.5302

=====

Computed, not measured: 9 unconnected molecules or ions with the total composition C24H60F30N4O3P5 in a non-equilibrium geometry, with ωB97M-V with the def2-TZVPD basis set.

## Properties
Highest occupied orbital energy (spin up / spin down) (eV): -0.012 / -5.950
Calculated total energy (eV): -165957.5593
2S+1: 2
LUMO (spin up / spin down) (hartree): 0.0890 / 0.0908
Total charge: -2

Element x y z (Å)
1 P 12.3835 2.4960 18.4467
2 P 18.1321 3.9875 12.0205
3 P 13.6757 4.4594 7.9984
4 P 7.5320 5.4462 11.7777
5 P 13.1299 9.3084 13.5940
6 F 11.6064 9.3210 14.3715
7 F 12.5110 10.2886 12.4741
8 F 7.9368 5.2135 13.3644
9 F 12.7550 3.1054 7.8239
10 F 7.1259 7.0648 12.0410
11 F 13.6250 4.5164 6.4105
12 F 6.0660 4.8678 12.1008
13 F 18.5769 2.8484 10.9329
14 F 11.0121 2.8337 19.2251
15 F 13.7328 10.5026 14.4654
16 F 14.9722 3.4417 7.8706
17 F 6.9276 5.5276 10.2319
18 F 8.0060 3.9284 11.5477
19 F 17.7841 5.0988 13.1802
20 F 9.0190 5.8180 11.2925
21 F 14.6296 5.7373 8.3611
22 F 18.9926 5.1652 11.3459
23 F 12.8820 1.7788 19.7470
24 F 11.9192 3.4184 17.1937
25 F 11.8725 1.1423 17.6761
26 F 13.9158 2.3116 17.7313
27 F 19.2463 3.6788 13.1318
28 F 13.5345 8.2268 14.6834
29 F 14.6405 9.2221 12.8927
30 F 17.0652 2.8761 12.5453
31 F 12.6352 8.0626 12.6770
32 F 13.5449 4.1944 9.6485
33 F 17.0641 4.4580 10.9661
34 F 13.1574 3.8052 19.0697
35 F 12.2928 5.3322 8.1067
36 O 16.3232 3.5653 17.9599
37 O 11.2954 2.8383 13.3276
38 O 13.7594 0.0226 11.1969
39 N 13.7965 4.4226 14.1289
40 N 14.7857 0.9419 9.3235
41 N 19.2801 2.7557 17.3189
42 N 16.7905 9.7614 20.8189
43 C 14.5080 5.2722 13.0050
44 C 11.3685 4.1919 13.0483
45 C 20.3646 10.5725 19.2997
46 C 16.0059 1.5025 10.1708
47 C 17.3343 9.0441 22.0972
48 C 12.2581 4.7937 14.1654
49 C 20.1794 11.4360 17.9813
50 C 20.8380 2.9074 17.3769
51 C 16.0084 8.5729 22.6662
52 C 15.0805 8.4461 17.4170
53 C 16.2263 8.7282 19.8496
54 C 18.7713 2.8858 15.8886
55 C 17.2982 3.6004 18.9318
56 C 15.8162 9.3826 18.4437
57 C 19.0680 9.8249 19.7412
58 C 12.2344 0.9595 9.5344
59 C 13.5323 0.5819 10.1356
60 C 17.8915 10.7562 20.3532
61 C 18.9176 1.3319 17.9155
62 C 15.5444 10.5492 21.4531
63 C 14.9165 9.5800 22.3597
64 C 14.1461 2.9830 14.0381
65 C 14.2620 4.8309 15.4619
66 C 18.6564 3.8691 18.1303
67 H 14.9814 0.2324 8.6319
68 H 11.4734 0.3378 10.0061
69 H 19.9986 10.8043 17.1116
70 H 21.0837 3.8866 16.9658
71 H 14.4216 9.9698 23.2493
72 H 17.9136 8.1223 22.0449
73 H 19.4528 0.5497 17.3771
74 H 13.8012 4.1087 16.1358
75 H 10.3499 4.5755 13.1076
76 H 15.4930 3.7220 18.4157
77 H 17.0920 4.4458 19.5882
78 H 16.9093 1.6332 9.5752
79 H 10.5323 2.3847 12.9621
80 H 15.1797 2.7773 14.3164
81 H 21.1756 9.8565 19.1665
82 H 14.1049 8.0696 17.7246
83 H 12.1375 5.8530 13.9389
84 H 19.2562 2.0301 15.4188
85 H 18.6711 4.8408 17.6366
86 H 16.0770 8.3645 23.7339
87 H 17.8344 9.8169 22.6810
88 H 14.8339 9.0833 16.5677
89 H 20.6288 11.3075 20.0601
90 H 14.9303 11.0027 20.6751
91 H 11.8556 4.6480 15.1678
92 H 14.5280 1.6466 8.6474
93 H 17.8826 1.1248 17.6435
94 H 14.0104 5.8437 15.7766
95 H 19.3600 4.0904 18.9329
96 H 12.1412 0.8183 8.4576
97 H 14.3990 6.3102 13.3195
98 H 19.0189 1.3500 19.0006
99 H 19.4114 9.1194 20.4978
100 H 16.2738 0.7358 10.8978
101 H 21.3004 2.0425 16.9014
102 H 15.7540 7.5537 22.3754
103 H 11.7159 4.3527 12.0277
104 H 18.2140 11.4691 21.1120
105 H 15.3207 8.2926 20.2719
106 H 18.9793 3.8921 15.5250
107 H 15.5805 5.0819 13.0451
108 H 17.3890 11.4273 19.6566
109 H 15.7547 7.6292 17.1596
110 H 17.2670 2.7879 19.6578
111 H 12.0568 2.0104 9.7625
112 H 13.9562 2.6670 13.0124
113 H 15.7155 2.3498 10.7920
114 H 16.7786 9.6558 18.0111
115 H 16.9423 7.9220 19.6897
116 H 15.9514 11.3168 22.1113
117 H 13.4955 2.3927 14.6835
118 H 14.0768 5.0484 12.0293
119 H 19.3126 12.0968 17.9918
120 H 21.0967 2.7379 18.4221
121 H 15.3914 10.3812 18.5453
122 H 15.3498 4.8972 15.4441
123 H 21.1090 11.9767 17.8041
124 H 14.1175 9.0629 21.8284
125 H 17.6816 2.8724 15.8645
126 H 18.8036 9.2793 18.8354

=====

Computed, not measured: a molecular structure, C24H60FeO24 in a non-equilibrium geometry, with ωB97M-V with the def2-TZVPD basis set.

## Properties
Highest occupied orbital energy (spin up / spin down) (eV): -6.298 / -6.207
Calculated total energy (eV): -109386.3447
2S+1: 6
LUMO (spin up / spin down) (hartree): 0.0216 / -0.0288
Total charge: -1

Element x y z (Å)
1 Fe 2.0617 2.3409 0.5753
2 O 0.6760 -4.2412 0.3856
3 O -2.6367 0.1809 -3.8390
4 O 1.6984 -1.7678 5.9806
5 O -0.9643 -2.7905 5.1783
6 O -2.3044 -2.2059 -0.6522
7 O 4.4517 -0.9365 2.5821
8 O -4.5058 2.2917 2.6530
9 O 1.1034 -0.9974 -6.3574
10 O 2.8238 3.1636 -1.2816
11 O 2.7602 -3.4621 -1.8282
12 O 1.2867 0.9411 2.0092
13 O 1.6052 3.2760 4.0621
14 O 4.9010 -2.6858 -3.7622
15 O 3.2651 0.7918 0.0625
16 O 0.7795 -4.4531 3.4286
17 O -2.8326 -5.0567 0.1373
18 O -0.4050 -3.7113 -2.2544
19 O 4.7746 1.6147 -2.0900
20 O -0.9827 2.1619 -2.5908
21 O 0.6227 1.4527 -0.5467
22 O 1.6826 0.4492 4.5161
23 O -4.2778 -1.3699 -2.3080
24 O -1.3987 -2.8033 2.2092
25 O 0.4689 3.7449 1.1108
26 C -0.9591 -0.4273 -0.6044
27 C -3.1015 3.0767 -2.4026
28 C -0.0519 -1.0271 2.1422
29 C -1.6588 3.1951 -1.9550
30 C -5.0193 1.4589 1.6389
31 C 4.4447 -1.8795 -2.8651
32 C 4.9626 -0.6085 -2.9083
33 C 3.5314 -0.0216 -0.8241
34 C 0.9745 -0.5690 -4.1419
35 C 4.5351 0.4212 -1.9594
36 C 0.0637 0.4413 -0.0070
37 C 1.8088 4.2569 5.0697
38 C -3.7259 -5.5864 -2.0413
39 C 3.3854 -2.2961 -1.8178
40 C -4.0605 -5.2053 -0.5984
41 C 3.1094 -1.4041 -0.8038
42 C -1.0209 -1.7759 1.4985
43 C -3.8892 0.8069 0.8279
44 C 3.1820 5.4290 -1.8830
45 C 0.5371 4.3139 5.9347
46 C 0.5077 0.1500 1.4853
47 C 2.3695 4.2412 -2.1756
48 C -1.4346 -1.4925 0.0469
49 C 1.3926 -1.6107 -5.1571
50 H 1.2483 -4.6222 1.0516
51 H 2.4708 -1.7484 -5.0754
52 H 1.7578 -0.8805 5.6266
53 H -4.6159 -6.0511 -0.1931
54 H 2.5843 3.9318 5.7631
55 H -1.6179 3.0762 -0.8722
56 H -3.2514 -0.2151 -3.2213
57 H 2.0910 5.2208 4.6463
58 H -0.0857 -0.3211 -4.1926
59 H 0.8400 -2.0824 5.6971
60 H 1.2224 -0.9652 -3.1572
61 H -0.8301 -3.0248 -1.7402
62 H -4.9827 -1.9941 -2.1357
63 H -1.1390 4.1209 -2.2012
64 H 2.6514 3.8962 -3.1704
65 H 3.8083 -0.6491 1.9344
66 H -4.5997 -5.6947 -2.6838
67 H -1.3157 -3.6808 5.1706
68 H 0.1935 -3.7574 3.1305
69 H -0.4671 3.5502 1.1584
70 H -5.6434 0.6229 1.9549
71 H -4.0851 1.7125 3.2926
72 H 1.2812 4.3003 -2.1647
73 H -3.1894 1.5756 0.5000
74 H 0.1504 -0.9346 -6.4543
75 H 0.2541 3.2769 6.1148
76 H 5.2969 -0.6892 2.2070
77 H 0.1596 -1.2091 3.1855
78 H -5.5687 2.0988 0.9485
79 H 0.5458 4.6372 1.4485
80 H -3.0566 -4.8644 -2.5091
81 H 2.3974 -1.7397 -0.0643
82 H -1.0311 -2.4982 4.2693
83 H 1.6199 -4.0161 3.5669
84 H 3.5308 2.6521 -1.6818
85 H 0.0748 -3.6817 0.8773
86 H -0.3308 1.7455 -2.0223
87 H 4.2613 5.3031 -1.7966
88 H -2.5630 -4.1496 -0.0243
89 H -3.5731 -1.6344 -1.7167
90 H 2.8777 5.9034 -0.9500
91 H -3.2958 0.1150 1.4255
92 H 1.5135 0.3715 -4.2559
93 H -3.2159 -6.5489 -2.0820
94 H 1.3387 1.2847 4.8323
95 H -1.3408 -0.1692 -1.5811
96 H -4.6793 -4.3154 -0.4834
97 H -0.3843 4.6703 5.4743
98 H -0.9531 -3.8014 -3.0339
99 H -3.1295 2.8805 -3.4744
100 H 5.6201 -0.3812 -3.7345
101 H 1.3946 0.4008 3.6045
102 H 0.5873 4.9653 6.8073
103 H -3.6137 4.0329 -2.2955
104 H 0.9085 -2.5844 -5.0820
105 H -4.0852 0.2843 -0.1083
106 H -2.1716 0.8409 -3.3249
107 H 2.9282 6.0866 -2.7144
108 H -3.7105 2.3436 -1.8737
109 H 2.3812 3.1888 3.5037

=====

Computed, not measured: 4 unconnected molecules or ions with the total composition C24H60O16P4 in a non-equilibrium geometry, with ωB97M-V with the def2-TZVPD basis set.

## Properties
Highest occupied orbital energy (eV): -10.304
Energy relative to the best compared isomer or geometry (same formula, charge and spin) (eV): 7.373
SMILES: CCOP(=O)(OCC)OCC.CCOP(=O)(OCC)OCC.CCOP(=O)(OCC)OCC.CCOP(=O)(OCC)OCC
Calculated total energy (eV): -95780.6524
LUMO (hartree): 0.0230
Total charge: 0

Element x y z (Å)
1 P 4.7306 -3.9047 -1.5768
2 P 0.1671 -1.6581 4.5997
3 P -3.5072 5.9250 -2.4695
4 P -1.1693 -1.6890 -0.4000
5 O -0.2054 -1.0161 6.1179
6 O -2.8597 7.3875 -2.3435
7 O -4.8816 6.1266 -1.5789
8 O -1.9376 -1.4970 -1.8283
9 O 5.5633 -5.0312 -1.0854
10 O 3.2646 -4.2436 -2.3257
11 O -0.1270 -0.3985 3.5772
12 O -1.6280 -0.3069 0.4701
13 O -0.9242 -2.7924 4.2961
14 O -2.5185 5.1640 -1.4625
15 O -1.3530 -3.0190 0.3120
16 O 0.3689 -1.3561 -0.8651
17 O -3.6476 5.2923 -3.7589
18 O 4.1583 -2.9651 -0.4585
19 O 1.5490 -2.1933 4.5032
20 O 5.4024 -2.9935 -2.7769
21 C 0.9382 -1.5862 7.9778
22 C 3.1772 -5.3047 -3.2742
23 C 2.3502 -6.4683 -2.7213
24 C -0.5662 -5.0768 3.4034
25 C 0.9620 0.4620 3.3113
26 C -1.7812 8.4747 -4.0974
27 C 2.3447 -4.4032 0.5019
28 C -1.2850 1.0109 0.0826
29 C -1.1144 5.0205 -1.8349
30 C -0.2488 -1.9585 7.1571
31 C -3.2906 -1.2084 -1.8105
32 C -0.9842 -3.5923 3.0952
33 C -6.0499 6.6876 -1.9825
34 C -6.3926 7.8373 -1.0972
35 C 7.2873 -2.2857 -4.2651
36 C 0.3942 1.8165 3.9207
37 C -2.5564 1.7892 0.5673
38 C 2.1230 -0.9483 0.9428
39 C 6.5084 -3.4840 -3.5651
40 C -3.0789 8.2777 -3.3473
41 C -0.6878 3.7247 -1.1106
42 C 1.4627 -1.8484 -0.0734
43 C -3.5620 -1.8143 -3.1869
44 C 3.5410 -3.4687 0.7949
45 H 2.9595 -1.2507 1.5729
46 H 2.9651 -7.2910 -2.3564
47 H 2.7166 -5.0461 -4.2276
48 H 1.2824 0.6138 2.2806
49 H 1.8520 -1.5801 7.3838
50 H -1.8044 8.8337 -5.1264
51 H -3.0372 -2.7616 -3.3101
52 H -3.4280 -0.1741 -1.4949
53 H -6.7944 5.9144 -2.1724
54 H 1.9242 -4.6587 1.4745
55 H 0.9626 -2.2464 8.8448
56 H 1.4727 -3.9744 0.0080
57 H -3.9319 8.0329 -3.9802
58 H 6.5446 -1.5478 -4.5685
59 H 6.1956 -4.2350 -4.2906
60 H -1.1371 -2.0134 7.7865
61 H -2.0118 -3.5442 2.7349
62 H 1.0369 -0.5743 8.3708
63 H -7.2152 7.8205 -0.3822
64 H -0.3964 -5.5568 2.4396
65 H -0.3861 1.1154 0.6902
66 H -6.4460 8.8431 -1.5138
67 H 2.1289 -2.2092 -0.8570
68 H -5.5354 8.0018 -0.4443
69 H 0.3947 3.6504 -1.0070
70 H 4.1880 -5.5103 -3.6266
71 H 7.9881 -2.0198 -3.4738
72 H 1.7715 -6.1648 -1.8489
73 H -0.4295 2.2622 3.3630
74 H -0.3527 -3.2096 2.2935
75 H 3.2402 -2.6249 1.4159
76 H -2.6543 1.4054 1.5828
77 H 0.0432 1.6922 4.9451
78 H -1.4171 -5.6170 3.8185
79 H -1.1069 4.9278 -2.9209
80 H -0.5873 5.9098 -1.4893
81 H 4.3328 -3.9432 1.3746
82 H -1.0407 1.0331 -0.9794
83 H -3.4469 9.1349 -2.7836
84 H 1.9161 0.2875 3.8088
85 H 1.2481 -0.8215 1.5804
86 H -3.3822 -1.1493 -4.0317
87 H -3.5343 1.7375 0.0886
88 H -3.8053 -1.7465 -1.0144
89 H -4.6401 -1.9749 -3.1848
90 H 1.1802 -2.7340 0.4958
91 H -1.0379 9.0572 -3.5531
92 H 1.1186 2.6251 4.0182
93 H 7.1807 -3.9410 -2.8390
94 H -0.1007 -3.0017 6.8779
95 H -1.1898 3.5906 -0.1525
96 H 2.5461 -5.3710 0.0426
97 H -5.9178 7.2208 -2.9239
98 H 0.2492 -5.2239 4.1116
99 H -1.3360 7.4913 -4.2488
100 H -0.8920 2.8358 -1.7074
101 H -2.2853 2.8427 0.6359
102 H 7.8866 -2.7851 -5.0264
103 H 1.6831 -6.9291 -3.4497
104 H 2.3363 0.0677 0.6106